Molecular formula: C12H16N2O
Method: DFT, ωB97M-V/def2-TZVPD

SMILES string: Cc1c[nH]c2ccccc12.CCC(N)=O
E_HOMO: -7.656 eV
ΔE to the lowest compared entry with this formula, charge and spin: 23.8 kJ/mol

Geometry as ORCA input:
```
! wB97M-V def2-TZVPD RIJCOSX def2/J DEFGRID3
* xyz 0 1
O -2.3945 0.9186 2.4002
N -3.2384 2.9588 2.5137
N 2.2914 -1.1186 1.3824
C 2.2205 -1.1146 -0.8572
C 0.2291 -0.7668 -2.1610
C 3.5637 -1.3521 -0.4479
C -4.0102 0.6872 -0.0564
C 1.5924 -1.0067 -2.1105
C 0.0792 -0.7238 0.2556
C -2.8879 1.8749 1.8624
C -3.1446 1.8690 0.3564
C 1.4405 -0.9802 0.3188
C -0.5133 -0.6229 -0.9773
C 3.5714 -1.3460 0.9010
C 4.7571 -1.5464 -1.3534
H -1.5393 -0.4509 -1.1063
H 4.5448 -2.2935 -2.1241
H -4.3192 0.6389 -1.1768
H 4.4774 -1.5067 1.5477
H -3.6282 2.7959 0.0627
H 4.9687 -0.5590 -1.8374
H 2.1450 -1.0860 -3.0227
H -3.4974 -0.2364 0.1363
H -3.0820 2.9735 3.5256
H 5.6064 -1.9114 -0.7546
H -2.1474 1.8598 -0.1775
H 2.0605 -1.0733 2.3373
H -0.1843 -0.7406 -3.1548
H -3.5596 3.8061 1.9996
H -0.4924 -0.5818 1.1792
H -4.9095 0.6352 0.5390
*
```


Molecular formula: C12H16N3O6PS3V
Method: DFT, ωB97M-V/def2-TZVPD

E_HOMO: -10.793 eV
ΔE to the lowest compared entry with this formula, charge and spin: 0.0 kJ/mol

Geometry as ORCA input:
```
! wB97M-V def2-TZVPD RIJCOSX def2/J DEFGRID3
* xyz 1 1
V -3.2692 -4.2694 2.3450
S -2.0323 0.7741 -1.7845
S 4.3192 1.2012 -2.1446
S 3.5327 -3.4083 -2.0856
P 3.8908 0.8610 -0.2519
O -1.9893 -3.2978 2.7678
O -4.4371 -5.1758 1.6741
O 2.0017 3.6366 0.5918
O -0.7116 0.2292 -1.8724
O -2.9922 0.0184 -2.7811
O -2.2049 2.1879 -1.9265
N -0.0624 4.4897 0.1109
N 2.0566 -3.6591 -1.5593
N 3.8238 -1.9406 -1.5248
C 2.7347 -1.5654 -0.8634
C 0.3323 -1.1157 0.4698
C 0.8011 3.4680 0.5077
C 0.1565 2.1131 0.8094
C -0.9767 -0.9616 1.1785
C 0.5197 -2.3049 -0.2216
C 1.7184 -2.5548 -0.8796
C 1.1631 1.1068 1.3713
C -2.2122 -1.0781 0.2688
C 1.3670 -0.1323 0.5394
C 2.5379 -0.3344 -0.1409
C -2.7498 0.2547 -0.2635
H -3.8230 0.1838 -0.4269
H -1.0165 -0.0438 1.7552
H 0.8624 0.7843 2.3689
H -2.0283 -1.7379 -0.5778
H -1.0249 4.3182 0.3649
H -1.0499 -1.7996 1.8851
H 3.4912 2.0449 0.3698
H -2.5987 1.0682 0.4417
H 4.9531 0.3202 0.4762
H -0.2989 1.7868 -0.1234
H -0.6605 2.2819 1.5144
H 0.0126 4.7226 -0.8702
H 2.1095 1.6115 1.5024
H -0.2567 -3.0562 -0.2392
H -2.9717 0.5049 -3.6231
H -3.0177 -1.5320 0.8474
*
```


Molecular formula: C12H16N4O4Y
Method: DFT, ωB97M-V/def2-TZVPD

E_HOMO: -18.484 eV

Geometry as ORCA input:
```
! wB97M-V def2-TZVPD RIJCOSX def2/J DEFGRID3
* xyz 3 1
Y 0.3739 1.8137 -0.2595
O -2.7220 3.4056 -1.4850
O 0.1863 4.5511 -2.4683
O 0.9042 4.6680 1.5614
O 3.8286 2.7047 -0.8329
N -1.4671 -0.8688 2.5031
N -0.7933 -2.5795 0.9244
N -0.1177 -0.2435 0.4789
N 0.8617 -1.5608 2.3425
C -0.1637 -0.9866 3.2510
C 1.1304 -0.5913 1.2938
C 0.2116 3.6460 -1.7080
C 0.6356 0.4474 -5.0621
C -1.2462 0.1489 1.4620
C 0.7398 3.6031 1.1054
C 2.7888 2.2453 -0.5887
C 0.6379 -0.6992 -4.4085
C -1.8833 -2.1120 1.7738
C -1.7971 2.7669 -1.1134
C -0.5560 -1.5710 -0.0854
C 0.4367 -2.8261 1.6580
H -1.4471 -1.4280 -0.6953
H 1.5780 -1.1554 -4.0829
H 0.2569 -1.8579 -0.7392
H 1.8156 -1.0137 0.5493
H -1.0370 1.1027 1.9828
H -2.7246 -1.8021 1.1115
H 0.1664 0.0644 3.4945
H -2.2034 0.2536 0.9275
H -0.2791 -1.6204 4.1596
H 0.3023 -3.6061 2.4177
H -0.3081 -1.1791 -4.1373
H 1.2497 -3.0909 0.9457
H -0.2975 0.9257 -5.3277
H -2.2033 -2.8893 2.4863
H 1.5818 0.3353 1.7064
H 1.5603 0.9992 -5.1416
*
```